<a>
Molecular formula: C5H9NO2
Method: DFT, wB97M-V/def2-TZVPD

Geometry (Å):
C  -0.54  -1.48  0.82
C  0.05  1.21  -0.48
N  -1.06  1.81  0.13
H  1.54  -1.74  0.42
O  -0.43  -2.86  0.96
O  -1.51  -0.92  1.23
H  2.10  0.71  0.10
C  0.15  1.37  -1.81
H  -0.53  2.11  -2.24
H  -1.20  -3.25  1.40
C  0.73  -1.08  0.10
H  1.00  0.72  1.41
H  -1.98  1.60  -0.21
H  0.75  -1.38  -0.95
H  0.92  0.93  -2.40
C  1.09  0.39  0.37
H  -1.07  1.86  1.13

Values from the calculation:
HOMO-LUMO gap   8.757 eV
SMILES string   C=C(N)CCC(=O)O
Highest occupied orbital energy   -0.2941 Eh

In elementary charge units, the natural (NBO) charges are: 0.81 0.21 -0.83 0.24 -0.72 -0.57 0.23 -0.52 0.20 0.49 -0.52 0.22 0.39 0.26 0.20 -0.45 0.37

<b>
Molecular formula: C5H9NO2
Method: DFT, wB97M-V/def2-TZVPD

Geometry (Å):
C  -0.80  -0.45  -1.01
N  -2.59  0.97  0.12
H  -3.38  0.68  0.67
C  1.88  -0.58  -1.23
C  -1.65  0.12  -0.21
C  0.81  -0.64  -0.33
O  0.50  0.56  0.62
H  -2.64  1.89  -0.32
H  1.76  0.25  2.22
C  0.69  0.32  2.00
H  0.84  -1.52  0.32
H  0.21  -0.60  2.35
H  1.96  0.27  -1.89
O  -0.81  -0.64  -2.31
H  2.78  -1.13  -1.03
H  0.18  -0.66  -2.51
H  0.25  1.16  2.55

Values from the calculation:
HOMO-LUMO gap (alpha / beta)   6.761 / 6.756 eV
Highest occupied orbital energy (alpha / beta)   -0.2533 / -0.2532 Eh

In elementary charge units, the natural (NBO) charges are: 0.27 -0.71 0.40 -0.76 0.28 0.02 -0.61 0.40 0.18 -0.25 0.19 0.16 0.19 -0.66 0.22 0.50 0.19

Result of the stability comparison: <a> is the most stable of them.

<a>
Molecular formula: C5H9NO2
Method: DFT, wB97M-V/def2-TZVPD

Geometry (Å):
O  1.50  1.90  -0.30
O  -0.92  1.05  -1.44
C  0.17  -1.62  -1.10
H  0.89  2.30  -0.96
H  1.17  -2.02  -1.28
H  -1.37  -0.18  1.72
C  -1.77  0.34  0.84
C  0.88  0.73  0.12
N  1.46  0.16  1.29
H  2.34  0.60  1.55
H  -0.43  -1.81  -2.00
C  0.20  -0.16  -0.88
H  -2.25  1.26  1.19
C  -0.69  0.70  -0.12
H  1.64  -0.83  1.27
H  -0.29  -2.16  -0.27
H  -2.53  -0.28  0.37

Values from the calculation:
HOMO-LUMO gap   8.983 eV
SMILES string   C[C@]12O[C@]1(C)C2(N)O
Highest occupied orbital energy   -0.3036 Eh

In elementary charge units, the natural (NBO) charges are: -0.71 -0.49 -0.68 0.50 0.23 0.23 -0.65 0.39 -0.84 0.40 0.26 0.17 0.22 0.15 0.38 0.22 0.22

<b>
Molecular formula: C5H9NO2
Method: DFT, wB97M-V/def2-TZVPD

Geometry (Å):
C  -1.94  -1.14  0.59
O  -0.07  2.09  -1.32
H  -0.52  -0.30  1.89
C  0.31  -0.04  -0.02
H  1.57  -0.09  1.54
H  2.34  0.01  0.21
C  0.28  -0.70  -1.42
H  -2.57  -1.47  1.40
O  0.52  2.05  0.84
H  1.19  -0.59  -2.02
C  0.25  1.48  -0.28
C  -0.82  -0.46  0.87
H  0.22  -1.75  -1.18
H  -0.58  -0.36  -2.03
H  -2.22  -1.39  -0.39
H  0.51  3.02  0.70
N  1.54  -0.36  0.62

Values from the calculation:
HOMO-LUMO gap   9.930 eV
SMILES string   C=C[C@](C)(N)C(=O)O
Highest occupied orbital energy   -0.3413 Eh

In elementary charge units, the natural (NBO) charges are: -0.36 -0.61 0.19 -0.05 0.36 0.36 -0.61 0.21 -0.67 0.22 0.78 -0.16 0.21 0.23 0.20 0.50 -0.80

<c>
Molecular formula: C5H9NO2
Method: DFT, wB97M-V/def2-TZVPD

Geometry (Å):
C  -1.25  0.06  -0.06
H  2.86  0.66  0.54
H  -1.64  -1.96  -0.65
C  2.24  0.04  -0.10
O  1.27  0.78  -0.92
C  0.15  -0.26  0.80
H  -1.12  2.08  0.29
N  -1.79  1.26  0.39
O  1.51  -0.83  0.87
C  -2.16  -1.08  -0.38
H  0.25  -1.00  -1.09
H  0.24  0.69  1.41
H  -2.78  -1.32  0.42
H  -2.33  1.29  1.22
H  2.77  -0.54  -0.84
C  0.12  -0.02  -0.63
H  -2.64  -0.74  -1.33

Values from the calculation:
HOMO-LUMO gap   9.249 eV
SMILES string   CC1(N)[C@H]2OCO[C@@H]21
Highest occupied orbital energy   -0.3062 Eh

In elementary charge units, the natural (NBO) charges are: 0.27 0.17 0.22 0.20 -0.53 -0.09 0.40 -0.81 -0.54 -0.62 0.18 0.14 0.22 0.39 0.16 0.00 0.22

Result of the stability comparison: <b> is the most stable of them.

<a>
Molecular formula: C5H9NO2
Method: DFT, wB97M-V/def2-TZVPD

Geometry (Å):
C  0.56  1.72  0.26
O  -1.99  -1.05  1.11
H  -0.66  3.43  0.43
H  -2.06  -3.18  -0.23
H  0.82  3.51  1.36
N  0.19  -0.80  0.52
C  0.41  3.20  0.40
C  -1.12  -2.68  -0.41
H  0.86  -0.97  -1.46
C  -1.05  -1.44  0.46
H  0.05  0.51  0.85
H  -0.29  -3.35  -0.22
H  2.15  -0.78  -0.12
O  1.24  1.26  -0.65
H  0.89  3.76  -0.41
H  -1.09  -2.38  -1.46
C  1.11  -0.76  -0.42

Values from the calculation:
HOMO-LUMO gap   9.604 eV
Highest occupied orbital energy   -0.3305 Eh

In elementary charge units, the natural (NBO) charges are: 0.39 -0.58 0.25 0.24 0.25 -0.66 -0.72 -0.72 0.17 0.69 0.27 0.23 0.18 -0.52 0.23 0.22 0.09

<b>
Molecular formula: C5H9NO2
Method: DFT, wB97M-V/def2-TZVPD

Geometry (Å):
H  1.94  2.01  1.01
C  0.94  0.80  -0.24
H  0.96  0.87  1.90
H  -2.12  -1.75  0.35
H  2.20  0.18  1.22
H  2.25  1.94  -0.95
C  -1.38  1.35  -0.21
C  -2.41  -0.91  -0.23
N  -1.31  0.06  -0.16
H  0.22  -0.77  -1.39
H  -3.28  -0.35  0.32
C  1.55  0.99  1.05
O  -2.24  2.17  -0.03
C  0.04  -0.47  -0.39
O  1.68  1.23  -1.34
H  0.16  -1.24  0.32
H  -2.59  -1.29  -1.28

Values from the calculation:
HOMO-LUMO gap (alpha / beta)   7.875 / 7.766 eV
Highest occupied orbital energy (alpha / beta)   -0.2630 / -0.2593 Eh

In elementary charge units, the natural (NBO) charges are: 0.21 0.30 0.24 0.20 0.21 0.48 0.66 -0.44 -0.47 0.20 0.24 -0.70 -0.58 -0.26 -0.68 0.19 0.21

<c>
Molecular formula: C5H9NO2
Method: DFT, wB97M-V/def2-TZVPD

Geometry (Å):
H  -1.84  -0.24  -0.43
H  -1.46  -1.96  -0.01
N  1.27  -0.44  -0.90
C  -1.10  -1.04  -0.45
H  -0.76  1.61  2.73
C  -0.92  0.76  2.02
C  0.08  0.75  0.90
O  2.12  0.67  -2.68
H  -0.96  -1.35  -1.49
O  -1.73  -0.10  2.22
H  0.61  -1.36  0.82
H  0.30  1.08  -1.91
C  0.24  -0.57  0.17
H  1.03  1.10  1.31
H  -0.19  1.56  0.20
C  1.24  0.50  -1.86
H  2.09  -0.95  -0.62

Values from the calculation:
HOMO-LUMO gap   10.573 eV
SMILES string   C[C@H](CC=O)NC=O
Highest occupied orbital energy   -0.3615 Eh

In elementary charge units, the natural (NBO) charges are: 0.21 0.23 -0.62 -0.62 0.11 0.45 -0.53 -0.60 0.22 -0.51 0.21 0.11 -0.04 0.23 0.24 0.52 0.41

Result of the stability comparison: <c> is the most stable of them.

<a>
Molecular formula: C3H14N2O2
Method: DFT, wB97M-V/def2-TZVPD

Geometry (Å):
H  1.20  -0.66  -0.86
N  1.75  1.41  -1.16
H  -1.54  -0.37  0.67
H  2.49  1.93  -0.70
H  4.88  -0.67  -2.85
H  2.34  -0.09  0.21
H  -0.55  -1.36  -0.05
H  -0.37  -1.45  1.64
O  4.50  -1.48  -2.50
H  -7.22  -0.43  2.26
C  -0.59  -0.74  0.87
H  -1.23  1.66  1.05
C  0.37  0.49  0.75
O  -6.84  -1.30  2.10
H  3.56  -1.28  -2.58
H  -0.69  1.79  -0.40
H  1.93  1.12  -2.10
N  -0.34  1.77  0.56
H  -5.97  -1.20  1.71
H  0.88  0.61  1.71
C  1.45  0.26  -0.34

Values from the calculation:
HOMO-LUMO gap   9.807 eV
SMILES string   C[C@H](N)CN.O.O
Highest occupied orbital energy   -0.3399 Eh

In elementary charge units, the natural (NBO) charges are: 0.18 -0.84 0.21 0.37 0.46 0.17 0.20 0.22 -0.93 0.47 -0.65 0.34 -0.06 -0.94 0.46 0.35 0.36 -0.81 0.47 0.18 -0.23

<b>
Molecular formula: C3H14N2O2
Method: DFT, wB97M-V/def2-TZVPD

Geometry (Å):
H  -3.00  0.09  -1.14
H  0.60  0.95  -0.12
H  0.07  0.96  2.74
C  -0.16  0.55  1.76
O  -2.73  0.93  -1.50
N  1.03  -1.63  0.53
H  2.15  -1.45  -1.22
H  -2.64  1.56  -0.78
H  3.05  -1.02  0.36
C  2.11  -0.94  -0.22
H  -1.25  0.48  1.68
H  1.98  0.10  -0.44
H  -0.50  -1.58  1.81
H  -0.97  0.91  -2.05
H  -0.41  -0.27  -2.95
N  0.24  1.46  0.67
C  0.39  -0.94  1.67
O  -0.33  0.18  -2.10
H  0.98  2.05  1.04
H  1.18  -0.93  2.42
H  0.32  -1.75  -0.20

Values from the calculation:
HOMO-LUMO gap   8.979 eV
SMILES string   CNCCN.O.O
Highest occupied orbital energy   -0.3069 Eh

In elementary charge units, the natural (NBO) charges are: 0.48 0.38 0.19 -0.23 -0.95 -0.61 0.20 0.49 0.18 -0.41 0.16 0.17 0.20 0.50 0.47 -0.86 -0.24 -0.99 0.35 0.18 0.35

<c>
Molecular formula: C3H14N2O2
Method: DFT, wB97M-V/def2-TZVPD

Geometry (Å):
H  -3.45  1.99  -0.34
H  -0.35  1.71  1.26
H  3.03  1.27  -0.58
O  0.84  -3.38  -1.47
N  -2.44  1.90  -0.04
H  1.32  -2.56  -1.60
H  0.41  0.18  -0.66
C  0.03  -0.36  0.19
H  2.00  -0.47  1.00
O  2.75  1.68  -1.44
C  -0.71  0.53  1.11
H  -0.63  -1.24  -0.20
C  -2.25  0.95  1.07
H  -1.87  1.73  -0.78
H  -2.90  0.11  0.98
H  -0.69  0.41  2.21
H  0.96  -3.67  -0.66
H  2.18  1.00  -1.93
H  -2.58  1.45  2.03
N  1.10  -0.98  0.98
H  0.88  -1.59  1.82

Values from the calculation:
HOMO-LUMO gap   9.557 eV
SMILES string   NCCCN.O.O
Highest occupied orbital energy   -0.3341 Eh

In elementary charge units, the natural (NBO) charges are: 0.36 0.21 0.47 -0.93 -0.85 0.47 0.20 -0.25 0.37 -0.94 -0.45 0.20 -0.20 0.35 0.16 0.23 0.46 0.47 0.18 -0.89 0.39

<d>
Molecular formula: C3H14N2O2
Method: DFT, wB97M-V/def2-TZVPD

Geometry (Å):
H  -5.33  0.70  3.40
H  0.89  2.08  -1.32
H  2.39  0.14  0.95
H  2.33  -1.90  2.50
H  -6.08  -0.65  3.28
H  1.05  -2.12  0.59
C  1.34  0.01  0.68
H  -0.75  2.14  -5.15
H  0.88  -2.32  3.00
O  -0.15  1.72  -5.78
H  -0.08  0.05  -0.81
C  0.99  0.09  -0.83
N  1.40  -1.53  2.63
C  0.84  -1.28  1.27
N  1.38  1.24  -1.59
H  2.36  1.50  -1.49
H  0.84  0.88  1.12
H  1.29  -0.85  -1.29
O  -5.85  0.14  2.79
H  -0.25  -1.28  1.30
H  0.50  1.24  -5.25

Values from the calculation:
HOMO-LUMO gap   10.173 eV
SMILES string   NCCCN.O.O
Highest occupied orbital energy   -0.3446 Eh

In elementary charge units, the natural (NBO) charges are: 0.47 0.35 0.20 0.35 0.47 0.16 -0.42 0.47 0.35 -0.94 0.18 -0.21 -0.82 -0.22 -0.83 0.35 0.20 0.18 -0.94 0.19 0.47

Result of the stability comparison: <d> is the most stable of them.

<a>
Molecular formula: C4H8FN
Method: DFT, wB97M-V/def2-TZVPD

Geometry (Å):
H  1.69  0.55  0.01
H  0.51  1.57  -0.75
C  -0.57  -0.25  -0.28
H  -1.94  0.62  1.91
H  -0.61  -1.34  -0.54
H  0.39  0.33  -2.78
F  1.06  -0.74  1.54
C  0.78  0.41  -0.76
H  -1.46  0.09  -0.71
C  -0.33  -0.30  1.13
N  1.20  0.06  -2.15
C  -1.04  -0.04  2.15
H  1.46  -0.85  -2.14
H  -1.12  -0.13  3.35

Values from the calculation:
HOMO-LUMO gap   10.179 eV
SMILES string   C=C(F)CCN
Highest occupied orbital energy   -0.3404 Eh

In elementary charge units, the natural (NBO) charges are: 0.25 0.18 -0.52 0.21 0.22 0.36 -0.41 -0.24 0.25 0.40 -0.83 -0.48 0.35 0.25

<b>
Molecular formula: C4H8FN
Method: DFT, wB97M-V/def2-TZVPD

Geometry (Å):
H  1.24  -1.13  -0.07
H  -1.69  -0.50  2.19
H  0.15  1.80  1.36
F  -1.35  1.18  3.19
C  0.88  -0.30  -0.79
H  -1.06  -0.77  0.00
H  0.44  -1.60  -2.38
C  -0.43  0.14  -0.18
N  0.90  -0.68  -2.19
C  -0.42  0.92  1.06
C  -1.18  0.51  2.07
H  1.71  0.35  -0.87
H  1.84  -0.53  -2.49
H  -1.06  0.61  -0.92

Values from the calculation:
HOMO-LUMO gap   10.182 eV
SMILES string   NCC/C=C/F
Highest occupied orbital energy   -0.3346 Eh

In elementary charge units, the natural (NBO) charges are: 0.14 0.16 0.22 -0.33 -0.20 0.20 0.36 -0.45 -0.84 -0.30 0.25 0.19 0.37 0.22

Result of the stability comparison: <b> is the most stable of them.